{"formula": "C11H19N3", "method": "the ωB97M-V functional and the def2-TZVPD basis", "symbols": ["C", "C", "C", "N", "C", "N", "N", "C", "C", "C", "C", "C", "C", "C", "H", "H", "H", "H", "H", "H", "H", "H", "H", "H", "H", "H", "H", "H", "H", "H", "H", "H", "H"], "xyz": [[0.516356, -2.877992, 1.308205], [1.538065, -2.030193, 0.519832], [2.750733, -2.595475, 0.171217], [3.752528, -1.896096, -0.369683], [3.378066, -0.738094, -0.860129], [4.152942, -0.118362, -1.730642], [2.474205, -0.036142, -0.309563], [1.501754, -0.616924, 0.383685], [0.395178, 0.342007, 0.752332], [-0.655259, 0.592561, -0.413754], [-2.023049, 1.292641, -0.177065], [-2.948696, 0.282088, 0.427510], [-1.957090, 2.554557, 0.830730], [-2.388350, 1.830365, -1.576000], [-0.456388, -2.334636, 1.358115], [0.329577, -3.877560, 0.744851], [0.875007, -3.047682, 2.248905], [2.898626, -3.616779, 0.418540], [5.178658, -0.280406, -1.854539], [3.850012, 0.867436, -1.668429], [0.833696, 1.225673, 1.149513], [-0.158292, -0.155907, 1.571310], [-0.096731, 1.096369, -1.168595], [-0.881878, -0.429075, -0.846477], [-3.939466, 0.745419, 0.663043], [-3.100227, -0.653448, -0.241910], [-2.748766, -0.068031, 1.391683], [-2.893238, 2.986785, 1.128681], [-1.421235, 2.274493, 1.736969], [-1.417759, 3.424527, 0.376250], [-3.411141, 2.094994, -1.556126], [-1.801330, 2.636605, -2.020538], [-2.126506, 1.126283, -2.387919]], "forces_ev_per_a": [[-1.414, 0.201, -4.292], [-0.977, 0.618, 1.058], [0.265, 1.368, 0.144], [-0.311, -3.074, -0.900], [2.945, -1.565, 1.922], [1.916, 2.683, -2.035], [-3.585, 2.443, 0.536], [-0.324, -0.592, -1.183], [-1.969, -1.916, 0.668], [1.063, -1.383, 0.791], [1.962, 1.814, 0.737], [-2.849, -0.725, -2.083], [1.545, -0.396, -1.276], [0.656, -1.084, -0.529], [0.645, -0.552, 0.057], [0.303, 1.630, 1.097], [0.780, -0.653, 2.565], [0.529, -0.845, 0.230], [-1.750, -0.189, 0.430], [0.850, -0.603, -0.660], [0.282, 0.904, 0.072], [0.065, 0.451, -0.046], [0.369, 0.577, -0.724], [0.154, 0.995, 0.379], [0.322, -0.295, -0.838], [0.120, 1.586, 0.964], [1.404, -0.553, 1.493], [-0.873, -0.312, -0.045], [0.000, -0.031, 0.084], [-0.117, -0.877, 0.191], [-1.234, 0.298, -0.531], [0.146, 0.661, 1.187], [-0.917, -0.583, 0.538]], "nbo_charge": [-0.618, -0.157, 0.086, -0.488, 0.549, -0.786, -0.534, 0.289, -0.439, -0.372, -0.057, -0.614, -0.613, -0.611, 0.216, 0.217, 0.212, 0.187, 0.408, 0.395, 0.228, 0.196, 0.207, 0.203, 0.209, 0.208, 0.216, 0.211, 0.206, 0.209, 0.209, 0.219, 0.211], "energy_ev": -16184.6771, "relative_energy_kcal_mol": 0.0, "largest_force_ev_per_a": 4.52, "smiles": "Cc1cnc(N)nc1CCC(C)(C)C", "homo_energy_ev": -8.47, "gap_ev": 9.279}